Record 1
Formula: C13H11CaN4O3S3
Source: the Open Molecules 2025 dataset
Level of theory: ωB97M-V with the def2-TZVPD basis set

net charge: -1
LUMO: 0.075 hartree
HOMO energy: -0.15682 hartree

Atoms and positions in Å:
Ca 0.42 1.48 -2.50
N 3.97 2.30 0.65
C 2.85 1.99 -0.08
S 2.86 2.56 -1.72
N 2.01 1.23 0.61
N 0.90 0.86 -0.10
C 0.14 -0.02 0.46
C 0.43 -0.67 1.77
C 0.51 0.07 2.95
C 0.75 -0.57 4.16
C 0.93 -1.95 4.20
C 0.86 -2.69 3.03
C 0.60 -2.05 1.82
C -1.14 -0.42 -0.24
C -2.13 -1.13 0.42
C -3.29 -1.45 -0.26
C -3.44 -1.07 -1.58
C -2.41 -0.35 -2.18
N -1.30 -0.04 -1.52
H 4.60 3.00 0.30
H 3.93 2.11 1.64
H 0.40 1.14 2.91
H 0.81 0.02 5.07
H 1.13 -2.43 5.15
H 1.00 -3.76 3.05
H 0.53 -2.63 0.91
H -2.00 -1.43 1.45
H -4.08 -2.00 0.24
H -4.33 -1.30 -2.15
H -2.46 0.00 -3.21
O -0.82 2.70 -3.81
S -0.53 1.90 -5.07
O 0.37 0.78 -4.56
O 0.18 2.71 -6.03
S -2.24 1.13 -5.78

Partial atomic charges computed with the Löwdin method, in multiples of e: Ca 1.224; N 0.033; C -0.911; S 0.470; N -0.029; N -0.043; C -0.198; C -0.203; C -0.036; C -0.086; C -0.101; C -0.086; C -0.044; C -0.209; C -0.018; C -0.062; C -0.049; C -0.094; N 0.022; H 0.062; H 0.084; H 0.113; H 0.098; H 0.096; H 0.099; H 0.122; H 0.110; H 0.105; H 0.106; H 0.056; O -0.643; S -0.035; O -0.640; O -0.418; S 0.107

=====

Record 2
Formula: C2H5NO2
Source: the Open Molecules 2025 dataset
Level of theory: ωB97M-V with the def2-TZVPD basis set

SMILES string: CN=C=O.O
energy relative to the best compared isomer or geometry (same formula, charge and spin): 127.4 kJ/mol
LUMO: 0.018 hartree
HOMO energy: -0.36558 hartree

Atoms and positions in Å:
C -0.81 0.05 -1.06
N -0.40 -1.27 -0.67
C -0.08 -2.21 -0.03
O 0.14 -3.17 0.58
H -1.89 0.12 -1.28
H -0.59 0.57 -0.12
H -0.19 0.50 -1.72
O 0.88 1.86 1.29
H 1.16 1.30 1.99
H 1.77 2.26 1.02

Partial atomic charges computed with the Löwdin method, in multiples of e: C -0.063; N 0.080; C -0.370; O 0.126; H 0.099; H 0.063; H 0.039; O -0.071; H 0.016; H 0.084

=====

Record 3
Formula: C2H3NO2
Source: the Open Molecules 2025 dataset
Level of theory: ωB97M-V with the def2-TZVPD basis set

energy relative to the best compared isomer or geometry (same formula, charge and spin): 357.5 kJ/mol
LUMO: -0.026 hartree
HOMO energy: -0.38478 hartree

Atoms and positions in Å:
C -0.25 -0.77 1.22
C 0.50 -0.19 0.10
N -1.01 -1.06 2.04
O -1.03 1.02 -0.45
O 0.56 -0.91 -1.07
H 1.27 0.51 0.23
H -0.87 1.89 -0.23
H 0.83 -0.49 -1.84

Partial atomic charges computed with the Löwdin method, in multiples of e: C -0.148; C -0.113; N 0.188; O -0.147; O 0.062; H 0.113; H -0.045; H 0.089

=====

Record 4
Formula: BF4H14O7
Source: the Open Molecules 2025 dataset
Level of theory: ωB97M-V with the def2-TZVPD basis set

energy relative to the best compared isomer or geometry (same formula, charge and spin): 17.8 kJ/mol
net charge: -1
LUMO: 0.104 hartree
HOMO energy: -0.30166 hartree

Atoms and positions in Å:
B -22.11 -7.23 20.13
F -21.51 -6.03 19.82
F -21.21 -8.27 19.95
F -22.60 -7.14 21.43
F -23.10 -7.47 19.22
O -19.32 -10.01 21.11
H -19.27 -9.44 21.87
H -19.83 -9.52 20.46
O -19.70 -7.15 17.50
H -20.40 -6.94 18.11
H -19.63 -8.11 17.53
O -21.45 -2.95 20.83
H -21.23 -3.16 21.74
H -22.09 -3.62 20.58
O -21.92 -9.70 17.48
H -22.17 -9.04 18.12
H -22.16 -9.31 16.63
O -24.81 -5.36 18.49
H -24.72 -6.03 17.81
H -24.38 -5.73 19.26
O -20.20 -7.13 23.46
H -20.85 -7.29 22.77
H -19.57 -6.54 23.06
O -24.96 -7.21 22.76
H -24.15 -7.19 22.25
H -24.77 -6.67 23.53

Partial atomic charges computed with the Löwdin method, in multiples of e: B -1.353; F 0.156; F 0.130; F 0.132; F 0.153; O -0.059; H 0.012; H -0.002; O -0.053; H -0.006; H 0.020; O -0.054; H 0.024; H 0.017; O -0.050; H -0.010; H 0.031; O -0.057; H 0.024; H 0.007; O -0.047; H 0.003; H 0.033; O -0.059; H -0.015; H 0.022

=====

Record 5
Formula: C11H18BrN
Source: the Open Molecules 2025 dataset
Level of theory: ωB97M-V with the def2-TZVPD basis set

energy relative to the best compared isomer or geometry (same formula, charge and spin): 239.2 kJ/mol
LUMO (spin up / spin down): -0.021 / -0.005 hartree
HOMO energy (spin up / spin down): -0.29661 / -0.30197 hartree

Atoms and positions in Å:
C 0.14 -1.82 -2.52
C -0.97 1.75 -0.53
C -1.17 1.65 -2.03
C -1.55 0.59 0.20
C -0.37 0.57 -2.78
C -0.80 -0.69 0.16
C -0.77 -0.79 -2.35
C 0.80 -2.47 1.10
C 0.45 -0.29 2.29
C 1.85 -0.40 0.12
C 0.54 -0.98 0.88
N 1.01 -2.53 -2.62
Br -2.63 -1.27 -2.56
H 0.12 1.67 -0.34
H -1.52 2.60 -0.20
H -2.22 1.39 -2.13
H -0.92 2.61 -2.63
H -1.84 0.87 1.19
H -2.36 0.51 -0.44
H -0.27 0.61 -3.91
H 0.72 0.71 -2.57
H -1.43 -1.59 0.20
H 1.34 -2.95 0.28
H -0.13 -3.01 1.22
H 1.46 -2.69 1.89
H 0.52 0.77 2.31
H -0.36 -0.41 2.94
H 1.19 -0.70 2.89
H 2.55 -0.90 0.68
H 1.86 0.67 0.16
H 1.70 -0.68 -0.95

Partial atomic charges computed with the Löwdin method, in multiples of e: C -0.370; C -0.198; C -0.217; C -0.231; C -0.258; C 0.016; C -0.668; C -0.060; C -0.040; C 0.002; C -0.492; N 0.177; Br 0.775; H 0.108; H 0.113; H 0.064; H 0.143; H 0.118; H 0.045; H 0.141; H 0.126; H 0.106; H 0.083; H 0.080; H 0.067; H 0.076; H 0.065; H 0.057; H 0.047; H 0.060; H 0.064

=====

Record 6
Formula: C36H96N6O15
Source: the Open Molecules 2025 dataset
Level of theory: ωB97M-V with the def2-TZVPD basis set

SMILES string: COCCNCCOC.COCCNCCOC.COCCNCCOC.COCCNCCOC.COCCNCCOC.COCCNCCOC.O.O.O
energy relative to the best compared isomer or geometry (same formula, charge and spin): 355.2 kJ/mol
LUMO: 0.018 hartree
HOMO energy: -0.30698 hartree

Atoms and positions in Å:
C -4.87 -0.50 -6.47
O -3.95 -1.18 -5.65
C -2.67 -1.52 -6.21
C -1.86 -1.83 -5.06
N -1.49 -0.70 -4.18
C -0.82 -1.04 -2.95
C 0.62 -1.61 -3.22
O 0.51 -2.95 -3.76
C 1.63 -3.28 -4.57
H -5.91 -0.48 -6.09
H -4.83 -1.04 -7.42
H -4.57 0.57 -6.55
H -2.31 -0.82 -6.88
H -2.71 -2.44 -6.87
H -0.95 -2.18 -5.57
H -2.19 -2.74 -4.56
H -2.35 -0.20 -3.99
H -1.52 -1.66 -2.34
H -0.60 -0.11 -2.36
H 1.16 -1.72 -2.25
H 1.22 -0.96 -3.83
H 1.65 -4.41 -4.68
H 2.66 -2.98 -4.09
H 1.54 -2.90 -5.59
C -1.71 3.05 -6.16
O -0.83 3.46 -5.11
C -1.41 3.08 -3.89
C -0.35 2.38 -3.10
N 0.88 3.16 -3.05
C 0.82 4.34 -2.21
C 2.04 4.35 -1.28
O 3.27 4.00 -1.93
C 3.82 5.02 -2.69
H -2.45 3.82 -6.42
H -2.06 2.04 -5.96
H -1.11 2.93 -7.04
H -2.21 2.29 -4.09
H -1.90 3.85 -3.34
H -0.16 1.41 -3.62
H -0.62 2.07 -2.10
H 1.17 3.41 -3.97
H -0.17 4.31 -1.67
H 0.78 5.26 -2.75
H 1.79 3.58 -0.55
H 2.22 5.30 -0.76
H 3.18 5.44 -3.46
H 4.62 4.55 -3.24
H 4.23 5.84 -2.10
C -0.42 5.12 4.96
O -1.05 4.00 4.51
C -2.36 3.92 4.95
C -2.96 2.76 4.15
N -2.39 1.47 4.54
C -2.00 0.45 3.57
C -0.72 -0.32 4.04
O 0.43 0.54 4.10
C 1.58 -0.16 4.55
H -0.60 5.31 6.10
H -0.70 5.97 4.41
H 0.64 4.93 4.80
H -2.85 4.86 4.61
H -2.43 3.86 6.02
H -2.63 3.01 3.14
H -4.02 2.79 4.11
H -1.56 1.72 5.07
H -1.83 0.93 2.58
H -2.72 -0.36 3.54
H -0.58 -1.12 3.32
H -0.91 -0.77 5.04
H 1.35 -0.86 5.35
H 2.26 0.66 4.80
H 1.96 -0.82 3.70
C 6.60 -6.20 4.23
O 6.11 -5.23 3.33
C 4.65 -5.00 3.38
C 4.18 -4.12 2.21
N 4.77 -2.79 2.30
C 4.37 -1.81 1.27
C 4.54 -2.20 -0.13
O 5.83 -2.67 -0.34
C 5.99 -3.22 -1.61
H 6.22 -7.24 4.03
H 6.23 -5.90 5.19
H 7.71 -6.23 4.16
H 4.46 -4.46 4.35
H 4.08 -5.95 3.41
H 3.07 -4.02 2.20
H 4.43 -4.68 1.27
H 5.72 -3.00 2.16
H 4.91 -0.86 1.65
H 3.34 -1.63 1.49
H 4.19 -1.31 -0.76
H 3.72 -2.93 -0.34
H 5.69 -2.54 -2.43
H 5.41 -4.12 -1.71
H 7.06 -3.39 -1.69
C -4.65 -0.73 -1.55
O -4.64 0.49 -0.87
C -3.30 0.94 -0.62
C -3.40 2.09 0.42
N -3.99 3.25 -0.23
C -4.16 4.45 0.55
C -2.79 5.18 0.78
O -3.14 6.25 1.65
C -2.56 7.50 1.37
H -5.67 -1.01 -1.48
H -4.13 -1.46 -0.92
H -4.37 -0.57 -2.62
H -2.90 1.27 -1.64
H -2.73 0.18 -0.12
H -2.37 2.34 0.82
H -4.03 1.73 1.27
H -4.85 3.01 -0.74
H -4.60 4.22 1.53
H -4.84 5.13 0.02
H -2.43 5.56 -0.15
H -1.94 4.50 1.27
H -3.10 8.31 1.91
H -2.71 7.70 0.24
H -1.42 7.55 1.58
C 1.56 -5.61 -0.85
O 0.94 -4.89 0.17
C 0.17 -3.80 -0.39
C -0.17 -2.71 0.58
N -0.97 -3.18 1.74
C -0.20 -3.84 2.84
C -1.22 -4.19 3.94
O -0.50 -4.31 5.18
C -1.42 -4.19 6.25
H 0.81 -6.03 -1.60
H 2.11 -6.44 -0.32
H 2.24 -4.97 -1.44
H -0.75 -4.25 -0.84
H 0.72 -3.44 -1.28
H -0.64 -1.90 0.09
H 0.80 -2.31 0.90
H -1.69 -3.84 1.45
H 0.51 -3.13 3.28
H 0.42 -4.71 2.56
H -1.82 -5.08 3.77
H -1.80 -3.28 4.01
H -1.85 -3.24 6.30
H -0.94 -4.42 7.17
H -2.06 -5.06 6.14
O 2.08 0.94 -2.09
H 1.96 1.83 -2.56
H 2.89 0.91 -1.61
O 0.69 2.59 1.80
H 0.75 2.14 2.65
H 0.95 3.51 1.94
O 0.08 0.55 -0.04
H 0.78 0.57 -0.74
H 0.30 1.28 0.58

Löwdin population analysis, charges in e, atoms 1 to 99: C -0.115; O -0.207; C -0.228; C -0.217; N -0.034; C -0.198; C -0.184; O -0.242; C -0.131; H 0.095; H 0.080; H 0.088; H 0.097; H 0.145; H 0.115; H 0.130; H 0.081; H 0.124; H 0.083; H 0.103; H 0.104; H 0.097; H 0.113; H 0.071; C -0.081; O -0.167; C -0.239; C -0.207; N -0.075; C -0.175; C -0.190; O -0.188; C -0.125; H 0.098; H 0.067; H 0.076; H 0.119; H 0.107; H 0.112; H 0.101; H 0.114; H 0.135; H 0.103; H 0.103; H 0.124; H 0.083; H 0.086; H 0.088; C -0.136; O -0.208; C -0.221; C -0.191; N -0.046; C -0.162; C -0.185; O -0.227; C -0.090; H 0.125; H 0.069; H 0.086; H 0.130; H 0.117; H 0.087; H 0.103; H 0.090; H 0.105; H 0.105; H 0.089; H 0.128; H 0.079; H 0.097; H 0.097; C -0.127; O -0.223; C -0.185; C -0.217; N -0.049; C -0.222; C -0.279; O -0.158; C -0.113; H 0.092; H 0.068; H 0.094; H 0.131; H 0.120; H 0.118; H 0.125; H 0.079; H 0.150; H 0.087; H 0.141; H 0.118; H 0.093; H 0.079; H 0.094; C -0.112; O -0.212; C -0.195